ORCA calculation (the ωB97M-V functional and the def2-TZVPD basis) on a gas-phase ion, C3H6NS2 (charge +1).

Structure (XYZ):
```
12
Properties=species:S:1:pos:R:3:forces:R:3
C 0.23106 0.08709 -0.96965 -0.42 0.73 0.96
H -0.39964 -1.78550 -1.66444 -0.75 0.04 0.73
S -0.70186 1.44961 -0.06485 0.65 -0.07 -0.35
H 1.49061 0.27027 2.51023 1.06 -1.15 0.28
N -0.89691 -0.98307 -1.22492 3.40 0.50 -4.08
H -1.30402 -1.15242 -0.38569 -1.68 -1.17 3.29
H -1.58391 -0.65803 -1.90303 -0.19 0.27 0.05
S 1.55417 -0.54405 0.07700 -0.13 0.03 0.32
H 0.72698 0.27664 -1.94719 -0.93 0.35 0.53
C 1.03195 0.23992 1.55011 -2.01 2.20 -0.07
H -0.18867 1.62373 2.49515 -0.55 0.47 -0.79
C 0.04026 1.17580 1.52727 1.56 -2.20 -0.86
```
Positions in Å, forces in eV/Å.

As for the electronic energy: -968.73826 a.u. As for the SMILES: [NH3+]C1SC=CS1. The HOMO energy is -12.686 eV. Its spin multiplicity is 1. Its frontier orbital gap is 8.9 eV. Its energy above the lowest of the compared OMol25 structures with the same formula, charge and spin is 60.2 kJ/mol. As for the total charge: +1.

Results of the Mulliken charge analysis, in e, for atoms 1 through 6:
1. C -0.330
2. H 0.389
3. S -0.090
4. H 0.368
5. N -0.341
6. H 0.316


ORCA calculation (the ωB97M-V functional and the def2-TZVPD basis) on C3H6O in the gas phase.

Structure (XYZ):
```
10
Properties=species:S:1:pos:R:3:forces:R:3
H 1.14933 -1.36722 0.36205 -0.37 0.63 0.24
C -0.62083 -0.37368 -0.32316 -0.39 0.99 -0.35
H 0.09356 -0.63248 1.64795 0.10 -0.41 -0.34
C -0.95811 0.69367 -1.05597 0.67 -1.05 0.70
O 1.23962 0.72200 0.66447 1.85 -0.52 0.60
H -1.82841 0.59095 -1.67621 -0.20 0.38 -0.23
H 2.06720 0.46158 1.14269 -0.94 0.89 -0.66
C 0.51566 -0.48270 0.63390 -0.56 -0.44 0.15
H -1.30184 -1.19901 -0.35717 -0.10 -0.66 0.04
H -0.35617 1.58687 -1.03854 -0.06 0.19 -0.15
```
Positions in Å, forces in eV/Å.

As for the electronic energy: -193.10168 a.u. As for the SMILES: C=CCO. The HOMO energy is -9.522 eV. Its spin multiplicity is 1. Its frontier orbital gap is 10.4 eV. Its energy above the lowest of the compared OMol25 structures with the same formula, charge and spin is 109.0 kJ/mol.

Results of the Mulliken charge analysis, in e, for atoms 1 through 6:
1. H 0.271
2. C -0.191
3. H 0.233
4. C -0.752
5. O -0.500
6. H 0.256


ORCA calculation (the ωB97M-V functional and the def2-TZVPD basis) on C3H6O2 in the gas phase.

Structure (XYZ):
```
11
Properties=species:S:1:pos:R:3:forces:R:3
O -0.51397 -1.45683 -0.83033 -0.22 -0.28 0.01
H 0.92455 0.70106 -0.94030 -0.07 -0.07 0.23
C 0.32090 -1.00276 0.21486 0.02 0.33 0.37
C 0.49112 0.49952 0.04882 -0.16 0.17 -0.03
H -0.10085 -1.22743 1.20421 -0.08 -0.04 -0.11
H -1.66295 1.59108 0.61057 0.29 -1.61 0.84
H 1.31242 -1.49463 0.16760 -0.30 0.30 0.00
C -0.70537 1.49522 0.07186 0.30 0.95 -0.77
H 1.23791 0.84975 0.77768 -0.30 0.04 -0.03
O -0.59709 2.47679 -0.62762 0.50 0.08 -0.39
H -0.73627 -2.38032 -0.66498 0.01 0.13 -0.11
```
Positions in Å, forces in eV/Å.

As for the electronic energy: -268.34613 a.u. As for the SMILES: O=CCCO. The HOMO energy is -9.676 eV. Its spin multiplicity is 1. Its frontier orbital gap is 10.4 eV. Its energy above the lowest of the compared OMol25 structures with the same formula, charge and spin is 155.2 kJ/mol.

Results of the Mulliken charge analysis, in e, for atoms 1 through 6:
1. O -0.509
2. H 0.275
3. C -0.364
4. C -0.511
5. H 0.305
6. H 0.411


ORCA calculation (the ωB97M-V functional and the def2-TZVPD basis) on C3H6O2 in the gas phase.

Structure (XYZ):
```
11
Properties=species:S:1:pos:R:3:forces:R:3
H 0.97823 0.26923 1.45006 -0.10 0.19 0.05
H -0.30206 -0.23552 -1.98931 -0.04 -0.06 0.24
O -0.52569 1.32162 0.33701 -0.07 0.15 -0.01
O 1.45672 -0.18637 -0.89775 0.06 0.23 -0.07
C -0.72440 -0.07191 0.11570 0.00 -0.24 -0.04
H -1.74383 -0.43974 0.22491 -0.01 0.19 -0.37
H 1.42395 0.77119 -0.74991 0.11 -0.14 -0.11
C -0.09410 0.40272 1.34146 0.13 -0.15 0.30
H -0.68289 0.44909 2.25505 0.12 -0.09 -0.08
H 0.09913 -1.68679 -1.05437 0.03 0.10 0.05
C 0.11495 -0.59353 -1.03285 -0.24 -0.18 0.03
```
Positions in Å, forces in eV/Å.

As for the electronic energy: -268.33104 a.u. As for the SMILES: OC[C@H]1CO1. The HOMO energy is -10.338 eV. Its spin multiplicity is 1. Its frontier orbital gap is 11.4 eV. Its energy above the lowest of the compared OMol25 structures with the same formula, charge and spin is 194.8 kJ/mol.

Results of the Mulliken charge analysis, in e, for atoms 1 through 6:
1. H 0.206
2. H 0.226
3. O -0.438
4. O -0.548
5. C 0.014
6. H 0.397


ORCA calculation (the ωB97M-V functional and the def2-TZVPD basis) on C3H6O2 in the gas phase.

Structure (XYZ):
```
11
Properties=species:S:1:pos:R:3:forces:R:3
H 1.28208 -0.79163 -1.83049 -0.17 -0.20 0.12
H -2.12151 -0.09457 0.83267 0.39 0.16 -0.21
H -2.28487 1.39890 -0.11997 0.22 -0.07 0.13
H 0.62932 -0.13080 1.15676 -0.06 -0.46 -0.05
C 1.43939 -0.91758 -0.75329 -0.69 -0.84 -0.12
H 1.47111 -1.95657 -0.44469 0.79 -0.42 -0.11
C 0.59319 -0.11389 0.07467 0.10 -0.24 0.07
H -1.18732 1.36353 1.29467 -0.06 0.02 -0.05
C -1.58172 0.78922 0.45309 0.11 0.20 0.08
O -0.53139 0.42504 -0.45387 0.66 0.51 -0.15
O 2.29173 0.02835 -0.20954 -1.28 1.33 0.29
```
Positions in Å, forces in eV/Å.

As for the electronic energy: -268.27215 a.u. As for the SMILES: CO[C@H]1CO1. The HOMO energy is -9.437 eV. Its spin multiplicity is 1. Its frontier orbital gap is 10.3 eV. Its energy above the lowest of the compared OMol25 structures with the same formula, charge and spin is 349.4 kJ/mol.

Results of the Mulliken charge analysis, in e, for atoms 1 through 6:
1. H 0.195
2. H 0.293
3. H 0.231
4. H 0.348
5. C -0.246
6. H 0.234


ORCA calculation (the ωB97M-V functional and the def2-TZVPD basis) on C3H6O2 in the gas phase.

Structure (XYZ):
```
11
Properties=species:S:1:pos:R:3:forces:R:3
O -1.64478 -0.72178 -0.95975 -0.38 0.99 -0.11
H 0.47263 0.61164 -1.69569 -0.06 0.00 0.09
H -1.51466 0.46862 0.68292 -0.22 0.04 -0.26
H 1.52162 -1.44215 0.48445 0.66 0.06 0.27
H -0.03814 2.00987 -0.69017 0.08 -0.12 -0.01
C -1.15179 0.18650 -0.33139 -0.80 0.19 -0.68
C 0.12325 0.92658 -0.70441 -0.32 0.01 -0.32
H -0.13583 -1.17931 0.27045 0.97 0.01 0.95
O 1.03343 0.58060 0.31885 -0.31 -0.21 0.02
H 0.58636 -0.69964 1.85267 0.18 -0.27 -0.14
C 0.74791 -0.74093 0.77207 0.20 -0.69 0.18
```
Positions in Å, forces in eV/Å.

As for the electronic energy: -268.31445 a.u. As for the SMILES: COCC=O. The HOMO energy is -9.970 eV. Its spin multiplicity is 1. Its frontier orbital gap is 10.7 eV. Its energy above the lowest of the compared OMol25 structures with the same formula, charge and spin is 238.3 kJ/mol.

Results of the Mulliken charge analysis, in e, for atoms 1 through 6:
1. O -0.490
2. H 0.270
3. H 0.370
4. H 0.295
5. H 0.289
6. C 0.080